DFT (the ωB97M-V functional and the def2-TZVPD basis) results for one molecule with the formula C23H25N3O4S.

Atoms and positions in Å:
1 C 6.8437 -5.0421 -2.8853
2 C 5.7098 -4.5819 -3.7820
3 O 4.6528 -4.0943 -2.9584
4 C 3.5712 -3.6305 -3.6038
5 O 3.4831 -3.6206 -4.8099
6 C 2.5222 -3.1437 -2.6850
7 C 2.6847 -3.1560 -1.3013
8 C 1.6812 -2.6880 -0.4806
9 C 0.4916 -2.1983 -1.0292
10 N -0.5617 -1.7946 -0.2502
11 C -0.5321 -0.9950 0.7232
12 S 0.9678 -0.1498 1.2206
13 C 0.1938 1.3578 1.8853
14 C -0.5102 2.1031 0.7500
15 O -1.2310 1.5393 -0.0441
16 N -0.2288 3.4192 0.7013
17 C -0.9289 4.3105 -0.1979
18 C -1.9674 5.1537 0.5557
19 C -2.8772 4.2610 1.3560
20 C -2.7609 4.1842 2.7371
21 C -3.5686 3.3284 3.4673
22 C -4.4944 2.5286 2.8216
23 C -4.6105 2.5931 1.4434
24 C -3.8104 3.4548 0.7165
25 C -0.7747 0.9402 2.9770
26 C -1.9026 0.0424 2.5056
27 O -2.9647 0.0529 3.0878
28 N -1.6852 -0.8029 1.4469
29 C -2.8308 -1.5544 0.9550
30 C 0.3222 -2.2052 -2.4176
31 C 1.3309 -2.6627 -3.2323
32 H 7.2017 -4.2137 -2.2799
33 H 7.6613 -5.4175 -3.4940
34 H 6.5001 -5.8329 -2.2238
35 H 6.0330 -3.7798 -4.4557
36 H 5.3282 -5.4049 -4.3976
37 H 3.6028 -3.5316 -0.8775
38 H 1.7971 -2.7117 0.5934
39 H 1.0129 1.9504 2.2990
40 H 0.3083 3.8458 1.4398
41 H -1.4213 3.6740 -0.9353
42 H -0.2034 4.9552 -0.7023
43 H -1.4562 5.8557 1.2188
44 H -2.5408 5.7281 -0.1738
45 H -2.0376 4.8068 3.2487
46 H -3.4713 3.2822 4.5424
47 H -5.1124 1.8515 3.3890
48 H -5.3263 1.9667 0.9325
49 H -3.9065 3.5012 -0.3585
50 H -1.2504 1.8137 3.4321
51 H -0.2302 0.4048 3.7621
52 H -2.6089 -2.6201 0.9768
53 H -3.6776 -1.3270 1.5977
54 H -3.0389 -1.2549 -0.0708
55 H -0.6005 -1.8273 -2.8293
56 H 1.2219 -2.6639 -4.3064

Structure (SMILES): CCOC(=O)c1ccc(/N=C2\S[C@@H](C(=O)NCCc3ccccc3)CC(=O)N2C)cc1
Total charge: 0
E_tot: -1754.9279 a.u.
ΔE to the lowest compared entry with this formula, charge and spin: 0.089 eV
Highest occupied orbital energy: -8.31 eV
LUMO: 0.26 eV

Atomic partial charges in e from the Löwdin method, atoms 1 to 8:
1. C -0.0658
2. C -0.2283
3. O -0.0153
4. C -0.4535
5. O 0.1074
6. C -0.1322
7. C -0.0062
8. C -0.0486


DFT (the ωB97M-V functional and the def2-TZVPD basis) results for one molecule with the formula C2H7N3O2.

Atoms and positions in Å:
1 C 0.8983 0.8919 0.7782
2 N 0.7664 -0.0056 -0.2995
3 N 1.0067 -1.3509 0.1628
4 C -0.5276 0.1048 -1.0585
5 N -1.6236 0.1382 -0.0846
6 O -1.6722 -0.9093 0.5411
7 O -2.3181 1.1092 0.1026
8 H 0.2847 0.8889 1.7234
9 H 1.9669 0.6576 1.1757
10 H 1.0456 1.9836 0.4644
11 H 0.2339 -1.6891 0.7529
12 H 1.1631 -1.9010 -0.6679
13 H -0.5840 0.9442 -1.8218
14 H -0.6400 -0.8625 -1.7688

Structure (SMILES): CN(N)C[N+](=O)[O-]
Total charge: 0
E_tot: -394.9822 a.u.
ΔE to the lowest compared entry with this formula, charge and spin: 6.063 eV
Highest occupied orbital energy: -9.41 eV
LUMO: -0.03 eV

Atomic partial charges in e from the Löwdin method, atoms 1 to 8:
1. C -0.1617
2. N -0.2579
3. N 0.0288
4. C -0.0977
5. N -0.4145
6. O 0.0360
7. O 0.0948
8. H 0.0938


DFT (the ωB97M-V functional and the def2-TZVPD basis) results for one molecule with the formula C5H8N2O.

Atoms and positions in Å:
1 C -1.9439 1.5140 -0.0792
2 C -0.8011 0.6326 0.2413
3 N -0.4843 -0.3345 -0.7421
4 C 0.2577 -1.5418 -0.2423
5 C 1.6676 -1.0433 0.0516
6 C 1.5632 0.4244 0.2393
7 O 2.3443 1.1513 0.7832
8 N 0.4251 0.8027 -0.5980
9 H -2.0296 2.4569 0.5651
10 H -2.8320 0.9045 -0.0362
11 H -1.9557 1.8216 -1.1849
12 H -0.5637 0.4274 1.2413
13 H 0.0435 -2.3137 -1.0204
14 H -0.0630 -2.0849 0.7435
15 H 2.3030 -1.1585 -0.8706
16 H 2.0689 -1.6587 0.9084

Structure (SMILES): C[C@H]1N2CCC(=O)N12
Total charge: 0
E_tot: -379.9815 a.u.
ΔE to the lowest compared entry with this formula, charge and spin: 2.902 eV
Highest occupied orbital energy: -9.40 eV
LUMO: 0.89 eV

Atomic partial charges in e from the Löwdin method, atoms 1 to 8:
1. C -0.0508
2. C -0.3403
3. N -0.0224
4. C -0.1682
5. C -0.1092
6. C -0.4520
7. O 0.1192
8. N 0.0787


DFT (the ωB97M-V functional and the def2-TZVPD basis) results for an isolated ion of composition C3H12IN4 and charge +1.

Atoms and positions in Å:
1 C -1.0754 -0.6599 -2.2537
2 C -0.2789 -1.1314 -1.0569
3 N -1.0497 -1.2899 0.1109
4 I 0.8590 -3.0560 -1.6898
5 C 0.7696 0.2074 -0.7632
6 N 1.0852 0.3378 0.6343
7 N 2.0175 1.2525 0.8140
8 N -0.2729 0.6691 1.3962
9 H -1.7783 -1.3891 -2.3753
10 H -0.6271 -0.4391 -3.1944
11 H -1.4961 0.3543 -1.8922
12 H -0.4696 -1.8210 0.8147
13 H -1.9728 -1.7158 0.2010
14 H 0.1951 1.0269 -1.2201
15 H 1.7212 -0.1000 -1.1342
16 H 1.7122 2.1714 0.4417
17 H 2.5913 1.2747 1.6603
18 H -0.2148 0.4953 2.4682
19 H -0.5338 1.6607 1.4046
20 H -1.0369 -0.0868 0.8653

Structure (SMILES): C[C@@](N)(I)CN(N)[NH3+]
Total charge: +1
E_tot: -637.8533 a.u.
ΔE to the lowest compared entry with this formula, charge and spin: 0.575 eV
Highest occupied orbital energy: -12.82 eV
LUMO: -3.40 eV

Atomic partial charges in e from the Löwdin method, atoms 1 to 8:
1. C -0.1313
2. C -0.7875
3. N -0.0119
4. I 0.7270
5. C -0.1249
6. N -0.2289
7. N 0.0380
8. N 0.1109


DFT (the ωB97M-V functional and the def2-TZVPD basis) results for C15H24CdF12N3O10S4 as an isolated structure.

Atoms and positions in Å:
1 Cd 0.1640 0.6815 1.1718
2 C -1.4845 0.5424 -4.2631
3 C -1.6284 -0.7105 -3.3682
4 C -2.4852 -1.7621 -4.0877
5 C -1.6690 -2.6621 -5.0559
6 C -0.5821 -3.2389 -4.1688
7 C 0.3924 -2.2077 -3.4744
8 N -0.3626 -1.2259 -2.7295
9 O 0.4045 -0.1490 -2.1109
10 C 1.2632 -1.6171 -4.6033
11 C 1.2530 -3.1159 -2.5658
12 C -2.5470 -0.3585 -2.1934
13 H -0.8508 0.3679 -5.1326
14 H -1.0016 1.3477 -3.7096
15 H -2.4043 1.0120 -4.6118
16 H -3.2499 -1.3168 -4.7242
17 H -3.0148 -2.4569 -3.4358
18 H -1.2627 -2.0348 -5.8494
19 H -2.2907 -3.3806 -5.5901
20 H 0.0049 -3.8670 -4.8389
21 H -1.0254 -3.8967 -3.4212
22 H 1.6816 -2.4273 -5.2005
23 H 2.0046 -0.9330 -4.1906
24 H 0.6489 -0.9682 -5.2276
25 H 1.8665 -3.7313 -3.2238
26 H 0.7393 -3.7741 -1.8650
27 H 1.9392 -2.5289 -1.9555
28 H -3.6174 -0.3731 -2.3985
29 H -2.2919 0.5980 -1.7371
30 H -2.4387 -1.1445 -1.4460
31 C -5.1808 -0.0733 2.6054
32 F -6.1696 0.1859 3.4727
33 F -5.1559 -1.4021 2.4414
34 F -5.5325 0.4860 1.4183
35 S -3.4790 0.6432 3.2410
36 O -3.2433 1.8337 2.4291
37 O -3.5950 0.8839 4.6845
38 N -2.2071 -0.5172 2.7102
39 S -2.2974 -1.6632 3.8576
40 O -1.1491 -1.6117 4.7242
41 O -3.5412 -1.9044 4.5489
42 C -1.9827 -3.3434 2.8593
43 F -0.8044 -3.1590 2.2575
44 F -1.9358 -4.3537 3.7094
45 F -2.9757 -3.3627 1.8793
46 C 3.1814 4.6663 0.4145
47 F 3.4552 5.8842 -0.0804
48 F 3.2769 3.7264 -0.5229
49 F 4.0712 4.3684 1.3863
50 S 1.3868 4.7732 1.1947
51 O 1.3373 6.0754 1.7889
52 O 0.4840 4.5180 0.0479
53 N 1.3175 3.3478 2.2243
54 S 1.0632 3.8908 3.6719
55 O 0.1069 4.9270 3.9437
56 O 0.8489 2.7003 4.4686
57 C 2.7902 4.5660 4.3577
58 F 2.8383 4.6259 5.6522
59 F 3.7977 3.7751 3.9059
60 F 3.0388 5.7470 3.8486
61 C 4.8618 -0.3570 3.1861
62 C 4.0184 -0.3727 1.9110
63 O 2.6961 -0.8891 2.1389
64 H 4.9069 -1.3276 3.6801
65 H 4.3582 0.1307 4.0208
66 H 5.8485 0.0837 3.0433
67 H 4.5600 -0.9663 1.1744
68 H 4.0006 0.6283 1.4801
69 H 2.8496 -1.8321 2.2326

Total charge: -1
E_tot: -4461.2642 a.u.
ΔE to the lowest compared entry with this formula, charge and spin: 0.000 eV
Highest occupied orbital energy: -5.75 eV
LUMO: -1.55 eV

Atomic partial charges in e from the Löwdin method, atoms 1 to 8:
1. Cd 1.2497
2. C -0.0262
3. C -0.4769
4. C -0.1551
5. C -0.1785
6. C -0.1524
7. C -0.5018
8. N -0.0456


DFT (the ωB97M-V functional and the def2-TZVPD basis) results for an isolated ion of composition C7H9O4 and charge -1.

Atoms and positions in Å:
1 C 1.4091 -0.3467 -2.2514
2 C 0.5913 -0.0207 -1.0472
3 C -0.6728 -0.0345 -0.5991
4 C -2.0467 -0.6587 -0.7404
5 O -2.9377 -0.1786 -1.4214
6 O -2.2188 -1.6977 0.0469
7 C -0.2401 0.2357 0.8778
8 C -0.8145 1.4684 1.5642
9 O -0.4641 -0.8524 1.8056
10 C 1.2295 0.2970 0.3003
11 O 1.9951 -0.8396 0.8879
12 H 2.2257 0.3873 -2.3597
13 H 0.7995 -0.5561 -3.0445
14 H 2.0356 -1.1480 -1.9650
15 H -0.2749 1.7368 2.4511
16 H -1.8127 1.1618 1.7666
17 H -0.7490 2.3675 0.8837
18 H -1.1563 -1.3081 1.3185
19 H 1.8585 1.3039 0.3600
20 H 1.2432 -1.3173 1.1660

Structure (SMILES): CC1=C(C(=O)[O-])[C@@](C)(O)[C@H]1O
Total charge: -1
E_tot: -573.0972 a.u.
ΔE to the lowest compared entry with this formula, charge and spin: 0.000 eV
Highest occupied orbital energy: -4.77 eV
LUMO: 3.60 eV

Atomic partial charges in e from the Löwdin method, atoms 1 to 8:
1. C -0.0255
2. C -0.1736
3. C 0.0160
4. C -0.6326
5. O -0.0138
6. O -0.0999
7. C -0.4323
8. C -0.0155


DFT (the ωB97M-V functional and the def2-TZVPD basis) results for one molecule with the formula C3H3NOS.

Atoms and positions in Å:
1 C -2.4968 0.2621 -0.0458
2 C -1.2884 0.2579 0.0177
3 C 0.1515 0.4225 0.0884
4 S 1.0475 1.8256 0.0159
5 N 0.8744 -0.7066 0.0647
6 O 2.2302 -0.6943 -0.0838
7 H -3.5399 -0.0337 -0.1851
8 H 0.6213 -1.6135 0.3587
9 H 2.4002 0.2800 -0.2307

Structure (SMILES): C#CC(=S)NO
Total charge: 0
E_tot: -644.1606 a.u.
ΔE to the lowest compared entry with this formula, charge and spin: 3.436 eV
Highest occupied orbital energy: -9.03 eV
LUMO: -0.21 eV

Atomic partial charges in e from the Löwdin method, atoms 1 to 8:
1. C 0.1384
2. C -0.1221
3. C -0.7843
4. S 0.7023
5. N -0.0853
6. O -0.0494
7. H 0.0542
8. H 0.1493


DFT (the ωB97M-V functional and the def2-TZVPD basis) results for an isolated ion of composition C3H8NO5P2 and charge -1.

Atoms and positions in Å:
1 C 0.7194 0.5685 1.0238
2 C -1.3391 0.1473 -0.0909
3 C 0.7545 -0.3237 -1.1214
4 N 0.0010 -0.1961 0.1283
5 O 0.2243 -0.9890 3.2439
6 O 2.8314 -1.3445 1.4453
7 O -0.2764 1.5086 3.6224
8 O 3.6313 1.0948 0.9790
9 O 2.0657 0.7166 3.0214
10 P 0.5117 0.5212 2.8169
11 P 2.5945 0.1278 1.3361
12 H 0.7406 1.6619 0.5966
13 H -1.4724 1.1390 -0.4002
14 H -1.6082 -0.5746 -0.8486
15 H -1.8656 0.1102 0.7967
16 H 0.7535 0.5612 -1.8091
17 H 1.7062 -0.7064 -0.8450
18 H 0.0447 -0.9914 -1.7473
19 H 0.7107 -1.5798 2.7826

Total charge: -1
E_tot: -1232.9944 a.u.
ΔE to the lowest compared entry with this formula, charge and spin: 0.490 eV
Highest occupied orbital energy: -5.65 eV
LUMO: 3.42 eV

Atomic partial charges in e from the Löwdin method, atoms 1 to 8:
1. C -0.3981
2. C -0.1092
3. C -0.0917
4. N -0.3415
5. O -0.0887
6. O -0.3482
7. O -0.3322
8. O -0.3317